1.
Formula: BrH10O5Zn
Source: the OMol25 dataset
Level of theory: the ωB97M-V functional and the def2-TZVPD basis

The charge is +1. As for the gap between HOMO and LUMO: 4.86 eV.

Geometry (Å):
Br -3.1847 -0.7716 3.2212
Zn -0.5889 -0.0270 0.5393
O -0.8684 3.2522 0.7920
O -2.4884 -0.0465 -2.3268
O 1.8744 0.6085 -1.8986
O 2.2211 -0.2482 2.3927
O 0.0509 -3.2364 0.0521
H -0.6231 -3.8697 0.2988
H -3.3981 -0.1965 -2.5841
H 2.3022 -0.5229 3.3060
H 3.0613 -0.4796 1.9968
H -0.9459 3.8158 1.5618
H 0.8591 -3.7480 0.0155
H -2.0363 0.1506 -3.1472
H -1.0232 3.8368 0.0500
H 2.3539 1.4343 -1.8327
H 2.4339 0.0484 -2.4366

Mulliken atomic charge list, values in e, 8 entries: -0.12, 0.99, -0.59, -0.60, -0.61, -0.60, -0.59, 0.32



2.
Formula: BrH2NOS
Source: the OMol25 dataset
Level of theory: the ωB97M-V functional and the def2-TZVPD basis

The charge is 0. As for the gap between HOMO and LUMO: 8.56 eV.

Geometry (Å):
Br -1.5630 2.6741 0.8669
S -0.6754 1.6422 -0.9906
O 0.9018 -1.6456 0.7047
N -0.8043 0.2360 -0.8953
H 1.5939 -2.0271 0.2080
H 0.5469 -0.8795 0.1064

Calculated atomic charges, method Mulliken, unit e: -0.16, 0.32, -0.63, -0.21, 0.32, 0.36



3.
Formula: BrH2NOS
Source: the OMol25 dataset
Level of theory: the ωB97M-V functional and the def2-TZVPD basis

The charge is 0. As for the gap between HOMO and LUMO: 8.25 eV.

Geometry (Å):
Br -1.7705 1.1670 0.2889
S 0.6699 1.3742 0.2711
O -0.3485 -1.4527 0.5099
N 1.2504 1.0654 -1.0206
H -0.2245 -0.6167 -0.3556
H 0.4232 -1.5372 0.3063

Calculated atomic charges, method Mulliken, unit e: -0.21, 0.32, -0.52, -0.14, 0.30, 0.25



4.
Formula: BrH3NO2P
Source: the OMol25 dataset
Level of theory: the ωB97M-V functional and the def2-TZVPD basis

The spin multiplicity is 3. The charge is 0. As for the gap between HOMO and LUMO (spin up / spin down): 7.17 / 7.78 eV.

Geometry (Å):
Br -2.9346 0.3162 0.1021
P 1.7216 1.2194 0.0299
O -1.7121 -0.9606 -0.3362
O 0.4614 2.1763 -0.2645
N 1.0681 -0.1463 0.1170
H -0.9510 -0.3922 -0.2028
H 1.7109 -1.0068 0.0867
H -0.4065 1.7120 -0.1393

Calculated atomic charges, method Mulliken, unit e: -0.07, 0.31, -0.35, -0.40, -0.45, 0.44, 0.22, 0.30



Listing relative energy (zero: lowest compared OMol25 entry of this formula, charge and spin) for the structures above in their given order: 605.9 107.8 351.5 0.0 kJ/mol.